212
Properties=species:S:1:pos:R:3:forces:R:3 method="wB97M-V/def2-TZVPD" largest_force_ha_per_bohr=0.0575 lumo_ha=0.01740 homo_lumo_gap_ha=0.336 total_energy_ha=-3758.41074 smiles=COC[C@H](C)N.COC[C@H](C)N.COC[C@H](C)N.COC[C@H](C)N.COCCNCCOC.COCCNCCOC.COCCNCCOC.COCCNCCOC.COCCNCCOC.CC(C)O.CC(C)O e_homo_ha=-0.3189
C -0.617 0.416 2.993 -1.0 1.3 0.7
O -1.473 1.602 3.211 0.4 -1.6 -0.6
C -2.640 1.293 4.019 1.2 -0.4 -1.0
C -3.460 0.027 3.607 -0.6 0.7 0.1
C -4.130 0.308 2.280 -0.3 0.7 -0.9
N -4.509 -0.293 4.613 0.7 0.2 -0.4
H -1.049 -0.274 2.269 0.0 0.0 0.0
H -0.532 -0.042 3.978 0.3 -0.4 -0.1
H 0.366 0.733 2.645 -0.4 0.3 0.3
H -2.266 1.159 5.035 -0.2 0.0 0.4
H -3.187 2.227 3.897 -0.6 -0.3 0.4
H -2.809 -0.845 3.533 0.1 0.1 0.1
H -4.725 -0.452 1.773 0.3 -0.5 0.5
H -3.440 0.700 1.533 0.3 -0.2 0.1
H -4.829 1.137 2.381 -0.2 0.2 0.3
H -5.138 0.496 4.669 -0.3 0.2 -0.1
H -4.089 -0.329 5.530 0.2 -0.2 0.2
C 6.053 3.907 4.121 -0.7 0.7 0.3
O 4.702 4.392 4.169 0.0 -0.6 -0.5
C 4.526 5.780 3.854 -0.1 -0.9 0.8
C 3.047 6.157 4.080 -0.4 -0.4 -0.8
C 2.135 5.487 2.962 1.0 0.4 1.5
N 2.940 7.602 3.948 0.5 0.1 -0.3
H 6.623 4.400 4.909 0.2 0.0 0.1
H 6.554 4.112 3.175 -0.1 0.1 -0.3
H 6.050 2.831 4.297 -0.2 0.1 0.0
H 5.177 6.320 4.540 -0.1 0.5 -0.1
H 4.808 5.970 2.819 0.1 0.1 -0.2
H 2.803 5.896 5.110 -0.2 -0.3 -0.1
H 2.170 4.400 3.040 -0.1 0.0 -0.3
H 2.545 5.844 2.017 0.1 -0.3 -0.1
H 1.109 5.855 2.999 0.0 -0.1 0.3
H 2.891 7.720 2.947 0.0 0.8 -0.2
H 2.087 7.988 4.327 -0.1 -0.2 0.1
C 3.353 3.795 0.108 0.0 0.9 -0.8
O 3.657 4.841 -0.848 0.0 -2.2 0.3
C 3.675 6.136 -0.407 0.6 1.1 -0.8
C 4.184 6.935 -1.617 0.4 1.0 -0.3
C 5.551 6.516 -2.116 0.2 -1.4 -0.9
N 4.340 8.332 -1.277 -0.7 0.9 1.0
H 2.405 4.040 0.587 -0.1 -0.4 0.0
H 4.122 3.677 0.872 0.2 0.2 0.1
H 3.309 2.865 -0.458 -0.2 0.1 0.1
H 2.718 6.479 -0.014 -0.4 0.2 -0.3
H 4.395 6.352 0.383 0.4 -0.4 0.5
H 3.473 6.954 -2.443 -0.2 -0.7 0.0
H 6.345 6.554 -1.370 -0.2 -0.3 0.4
H 5.929 7.173 -2.899 -0.4 0.3 -0.1
H 5.502 5.532 -2.582 0.3 -0.3 0.2
H 4.756 8.804 -2.067 0.0 0.2 0.0
H 5.036 8.354 -0.546 0.2 0.4 0.3
C -0.658 2.444 -4.053 1.3 0.4 1.2
O -1.663 3.403 -4.024 -1.6 0.9 -0.8
C -1.224 4.769 -4.076 1.0 -1.1 -0.3
C -2.375 5.737 -4.112 -0.9 0.1 -0.8
C -3.363 5.397 -5.240 0.2 -0.2 0.1
N -1.842 7.102 -4.380 0.3 -0.8 0.8
H -0.339 2.402 -3.012 0.8 -0.5 0.1
H 0.195 2.741 -4.663 0.1 0.2 -0.1
H -0.894 1.422 -4.350 -1.0 0.3 -0.2
H -0.566 5.014 -3.242 0.0 -0.1 0.7
H -0.538 4.881 -4.916 -0.2 0.1 -0.6
H -2.833 5.665 -3.125 -0.4 0.1 0.1
H -2.793 5.489 -6.164 -0.1 0.0 -0.2
H -4.228 6.057 -5.299 0.2 0.3 0.2
H -3.772 4.388 -5.179 0.2 -0.1 0.2
H -2.483 7.788 -4.007 -0.5 0.1 -0.2
H -1.088 7.184 -3.714 0.7 0.3 0.0
C 2.075 1.597 5.298 0.6 -1.9 -0.1
O 2.479 0.647 4.254 -0.5 1.1 0.2
C 3.604 1.045 3.512 0.2 -0.4 -2.8
C 3.669 0.262 2.089 -0.4 0.0 2.1
N 2.593 0.561 1.180 -0.8 0.2 -0.1
C 2.610 -0.369 0.046 -0.2 0.8 -0.3
C 1.352 -0.360 -0.812 0.2 -0.4 0.6
O 0.268 -0.859 -0.014 0.6 0.5 -0.6
C -0.984 -0.627 -0.638 0.3 0.1 0.7
H 2.308 2.644 5.107 -0.2 -0.1 -0.4
H 2.594 1.270 6.200 0.3 0.3 0.2
H 1.033 1.374 5.524 -0.1 0.5 -0.5
H 4.548 0.850 4.022 0.1 -0.1 0.3
H 3.564 2.090 3.208 -0.1 0.4 0.5
H 3.635 -0.796 2.347 0.2 -0.5 0.1
H 4.602 0.430 1.551 0.3 0.3 0.4
H 1.711 0.468 1.663 0.0 -0.1 0.0
H 2.788 -1.405 0.335 0.2 -0.2 0.2
H 3.436 0.010 -0.556 0.2 -0.5 -0.4
H 1.496 -1.031 -1.659 0.1 -0.2 0.0
H 1.173 0.606 -1.284 -0.4 0.4 0.4
H -0.953 -0.891 -1.695 -0.1 -0.2 -0.1
H -1.231 0.428 -0.523 -0.3 0.1 -0.2
H -1.702 -1.233 -0.085 -0.2 0.0 -0.3
C 2.959 1.786 -4.293 1.3 0.1 0.8
O 1.925 0.844 -4.100 -0.3 0.1 -1.9
C 1.691 0.127 -5.343 -0.2 -1.1 0.6
C 0.853 -1.115 -5.067 -0.2 0.4 1.9
N 1.476 -2.080 -4.157 -0.1 -0.7 -0.8
C 2.487 -2.877 -4.818 -0.2 -0.6 0.4
C 3.231 -3.700 -3.693 0.6 0.9 -1.8
O 3.683 -2.789 -2.710 0.2 1.5 0.8
C 4.760 -1.873 -3.053 0.0 -0.8 0.0
H 3.890 1.268 -4.523 0.3 -0.3 0.1
H 3.135 2.348 -3.376 -0.3 -0.2 0.3
H 2.928 2.562 -5.058 -1.1 -0.2 -0.5
H 2.613 -0.292 -5.746 0.5 0.7 -0.1
H 1.169 0.694 -6.115 0.2 0.6 0.1
H 0.551 -1.624 -5.982 0.2 0.0 -0.1
H -0.069 -0.799 -4.579 -0.2 0.1 -0.1
H 1.948 -1.733 -3.334 -0.4 0.8 0.0
H 3.136 -2.239 -5.418 1.0 0.1 0.4
H 2.030 -3.427 -5.640 -0.2 -0.9 0.4
H 4.084 -4.227 -4.121 0.2 0.0 -0.2
H 2.652 -4.477 -3.194 -0.5 0.5 0.0
H 4.872 -0.986 -2.430 -0.8 -0.5 1.0
H 4.682 -1.350 -4.007 -0.2 -0.8 -0.6
H 5.679 -2.445 -2.930 0.2 0.2 -0.5
C 4.163 -10.963 -2.117 0.9 0.1 -0.1
O 3.757 -9.891 -1.284 -0.5 -0.5 -0.2
C 2.811 -10.383 -0.326 0.4 1.6 1.3
C 2.627 -9.295 0.823 0.8 -1.2 -2.5
N 1.841 -8.197 0.280 -0.5 0.5 1.4
C 1.748 -7.075 1.243 -0.8 0.7 -1.1
C 0.841 -5.946 0.670 0.6 -0.5 -0.5
O 1.555 -5.199 -0.345 0.4 -0.5 0.4
C 1.084 -3.884 -0.479 -0.8 0.5 0.8
H 4.728 -11.687 -1.530 -0.3 -0.4 0.3
H 4.908 -10.653 -2.851 -0.2 0.7 0.0
H 3.363 -11.450 -2.675 -0.3 0.0 0.2
H 3.219 -11.282 0.134 -0.1 -0.3 0.0
H 1.845 -10.561 -0.799 -0.1 -0.2 0.0
H 3.637 -8.967 1.069 0.3 0.0 0.3
H 2.213 -9.830 1.678 -0.5 0.5 0.0
H 2.325 -7.796 -0.510 0.1 -0.3 -0.4
H 2.725 -6.623 1.414 0.3 0.1 0.2
H 1.352 -7.402 2.204 -0.1 -0.2 -0.1
H 0.452 -5.329 1.480 0.4 0.4 0.1
H -0.031 -6.363 0.166 -0.2 -0.3 0.1
H 1.384 -3.336 -1.372 0.3 -0.7 -0.3
H 1.397 -3.261 0.358 0.1 0.0 0.3
H -0.005 -3.896 -0.435 -0.3 0.2 -0.2
C -3.268 2.394 -0.968 -0.7 -0.2 0.0
O -4.230 1.343 -1.073 0.5 -0.2 -0.5
C -4.586 1.024 -2.450 -0.3 0.1 2.4
C -5.931 0.292 -2.399 -0.6 1.2 -0.6
N -7.105 1.207 -2.468 0.1 -0.7 0.0
C -8.382 0.502 -2.256 -0.1 2.1 0.0
C -9.429 1.673 -2.122 0.0 -0.7 -0.7
O -9.316 2.458 -0.954 -0.3 0.1 0.7
C -10.140 3.648 -0.978 0.8 -0.8 -0.5
H -3.805 3.313 -1.203 0.2 0.5 0.4
H -2.419 2.372 -1.650 0.0 -0.6 -0.3
H -2.870 2.345 0.046 -0.2 0.4 0.0
H -3.784 0.377 -2.806 -0.1 0.1 -0.6
H -4.666 1.988 -2.951 0.0 -0.3 -0.7
H -6.073 -0.320 -1.508 0.7 -0.4 0.1
H -5.967 -0.308 -3.309 -0.2 -0.4 0.1
H -7.123 1.903 -1.736 0.8 0.2 0.3
H -8.391 -0.146 -1.380 0.0 -0.1 0.2
H -8.592 -0.089 -3.147 -0.3 0.0 0.0
H -10.447 1.293 -2.204 -0.2 -0.2 0.0
H -9.235 2.320 -2.977 -0.1 0.0 -0.3
H -11.142 3.481 -1.374 -0.1 -0.4 0.1
H -9.668 4.355 -1.661 0.1 0.4 0.1
H -10.218 4.040 0.036 0.2 -0.1 -0.1
C -4.024 -3.110 -0.810 0.2 0.8 1.4
O -4.122 -4.084 -1.748 0.1 -2.3 -1.8
C -4.587 -5.362 -1.326 -1.1 -0.4 0.7
C -4.291 -6.470 -2.315 0.1 1.9 -0.4
N -4.965 -6.124 -3.571 0.2 -0.7 -0.1
C -4.670 -7.008 -4.703 0.1 0.5 0.5
C -5.599 -6.718 -5.862 0.3 -0.1 -0.2
O -5.372 -7.738 -6.820 0.1 0.6 0.3
C -5.894 -7.426 -8.081 -0.2 -1.3 -0.4
H -4.932 -3.005 -0.216 -0.4 0.2 0.0
H -3.781 -2.175 -1.314 -0.1 0.0 0.1
H -3.230 -3.336 -0.098 0.3 0.1 0.2
H -5.662 -5.304 -1.156 -0.3 0.2 -0.1
H -4.188 -5.775 -0.400 0.6 0.8 0.5
H -4.568 -7.426 -1.871 -0.2 0.0 -0.3
H -3.207 -6.372 -2.362 0.5 -0.7 -0.5
H -4.578 -5.228 -3.831 -0.2 0.4 0.1
H -4.734 -8.045 -4.373 -0.2 -0.1 -0.2
H -3.649 -6.837 -5.047 0.3 -0.3 -0.2
H -5.387 -5.758 -6.331 0.5 0.3 0.0
H -6.633 -6.589 -5.544 -0.3 -0.7 0.1
H -5.529 -8.213 -8.742 0.0 0.0 -0.1
H -5.587 -6.487 -8.541 0.0 0.4 0.5
H -6.978 -7.536 -8.038 -0.3 0.4 -0.2
C 5.696 -1.029 6.937 -0.1 0.0 -1.0
C 4.861 -2.009 6.054 1.0 0.1 0.9
C 5.717 -2.636 4.937 -0.8 0.0 -1.0
O 4.360 -3.056 6.870 0.2 -0.8 0.2
H 5.138 -0.620 7.780 -0.1 -0.3 0.1
H 6.016 -0.161 6.362 -0.1 0.1 -0.3
H 6.635 -1.485 7.250 -0.2 -0.3 0.3
H 3.962 -1.518 5.680 0.3 0.5 -0.7
H 6.463 -3.397 5.165 0.1 0.4 0.9
H 6.185 -1.887 4.298 0.2 0.3 0.3
H 5.091 -3.174 4.225 -0.5 0.0 0.1
H 3.748 -2.678 7.507 0.0 0.0 0.0
C -0.994 2.922 8.981 1.0 -1.3 0.0
C -0.505 4.307 8.655 -2.2 0.8 -0.4
C -0.052 4.423 7.179 0.6 0.3 0.8
O -1.615 5.247 8.835 0.4 0.2 -1.0
H -0.129 2.291 9.186 0.3 0.0 0.4
H -1.402 2.347 8.149 -0.7 0.6 -0.2
H -1.630 2.856 9.863 -0.1 0.2 -0.1
H 0.229 4.627 9.394 0.6 -0.2 -0.4
H -0.776 4.193 6.396 -0.5 -0.2 0.5
H 0.782 3.733 7.053 0.2 0.0 -0.1
H 0.301 5.429 6.954 0.1 0.0 0.2
H -2.076 5.154 9.672 0.3 -0.4 0.1